14
Properties=species:S:1:pos:R:3 method="wB97M-V/def2-TZVPD" fmax_ev_per_a=6.7 smiles=CNCCO total_energy_ev=-6792.0507
C -2.02 -0.21 -0.10
N -0.74 0.04 0.54
C 0.39 0.52 -0.38
C 1.24 -0.29 0.50
O 2.70 0.13 -0.25
H -2.49 0.71 -0.45
H -1.85 -0.87 -0.96
H -2.69 -0.71 0.60
H -0.84 0.61 1.37
H 0.55 1.60 -0.33
H 0.27 0.10 -1.38
H 1.17 -1.37 0.40
H 1.48 0.13 1.48
H 2.84 -0.40 -1.04